Record 1
Formula: C4H9N3
Source: the OMol25 dataset
Level of theory: ωB97M-V with the def2-TZVPD basis set

The geometry in XYZ format:
```
16
Properties=species:S:1:pos:R:3:forces:R:3
C -0.6539 -1.2172 -0.0524 3.1 0.3 -0.1
C -1.6645 -0.1231 -0.1476 -2.9 -0.8 -1.4
C -0.9599 1.1231 0.2038 1.1 2.6 -0.3
C 0.5475 0.8055 0.0810 -0.8 3.6 -1.1
H 2.2209 -0.8747 1.0377 0.2 -0.2 -1.0
H 2.5439 -0.8338 -0.5949 1.6 0.7 -1.5
H -0.8031 -1.5932 0.9643 0.5 -0.9 -0.4
H -0.5125 -1.9332 -0.8539 -0.8 -0.5 0.3
H -2.2741 0.0696 -1.1239 1.4 -1.0 1.5
H -2.3782 -0.4877 0.6002 -0.5 0.9 -0.3
H -1.1592 1.8752 -0.6438 0.3 -0.6 1.9
H -1.1712 1.5359 1.2203 0.0 -0.1 -0.9
H 2.2773 1.4822 -0.5620 -0.6 -0.1 1.0
N 1.9082 -1.1099 0.0758 -1.6 -1.1 2.7
N 0.6908 -0.4789 -0.1063 -1.5 -2.5 -0.1
N 1.3881 1.7602 -0.0986 0.5 0.0 -0.1
```
Forces are in eV/Å.

As for the energy: -322.0057 Eh. The calculation puts the relative energy (zero: lowest compared OMol25 entry of this formula, charge and spin) at 222.2 kJ/mol. For the highest occupied orbital energy, the calculation gives -0.3152 Eh. For the HOMO-LUMO gap, the calculation gives 0.3473 hartree. The SMILES is [H]/N=C1/CCCN1N. For the LUMO energy, the calculation gives 0.0321 hartree.

***

Record 2
Formula: C33H72BrFN2O9S8
Source: the OMol25 dataset
Level of theory: ωB97M-V with the def2-TZVPD basis set

The geometry in XYZ format:
```
126
Properties=species:S:1:pos:R:3:forces:R:3
C 1.9403 -1.1528 0.0748 1.2 0.4 0.8
C 1.8377 -0.9655 1.6343 0.1 -0.5 -1.3
S 0.2756 -0.1055 2.0236 0.1 0.1 0.6
C 0.4750 1.6633 1.4469 0.9 -0.8 0.0
C -0.9003 2.3075 1.0328 -0.8 -1.7 -1.4
C -1.9582 1.1862 1.1363 3.1 4.2 -0.1
N -2.7482 0.4330 1.3937 -2.6 -2.5 0.5
C -0.8719 2.6763 -0.5033 0.9 -0.1 0.1
C -0.6614 1.4306 -1.4245 -0.4 0.7 -1.3
C -2.0050 0.8665 -2.0562 0.8 -0.6 0.7
C -2.0384 -0.6847 -1.8064 -1.7 0.8 -0.2
C -3.5081 -1.2772 -1.7066 1.1 -0.6 0.5
C -3.4847 -2.3353 -0.5441 -1.0 -0.2 -0.7
C -4.5209 -3.5026 -0.7543 0.2 0.2 1.0
C -3.9986 -4.8856 -0.2167 -1.1 0.5 0.4
C -3.1368 -4.7814 1.0755 0.7 -0.9 -0.6
O -1.7439 -4.9278 0.6584 -0.2 1.1 0.6
C -0.9003 -4.0124 1.3417 0.3 0.3 -0.1
C -1.3326 3.4965 1.9390 0.3 0.5 0.2
F -2.3004 4.2609 1.2944 0.2 -0.5 0.4
C -0.1741 4.4843 2.1841 -3.4 -3.4 -1.1
N 0.7483 5.0774 2.4246 2.3 1.7 0.5
C -1.8388 3.0092 3.3408 0.5 1.2 1.0
C -3.3751 2.9561 3.4903 1.6 0.0 1.2
O -4.1447 2.6992 2.6747 -1.4 -0.3 -1.8
Br -4.0946 3.3324 5.3090 0.6 0.0 -0.1
H 2.6528 -1.9874 -0.1221 -0.4 0.6 -0.1
H 0.9674 -1.3946 -0.3905 0.5 0.2 0.3
H 2.3967 -0.2027 -0.3027 -0.6 -0.9 -0.3
H 2.7424 -0.4797 2.0480 -0.5 -0.1 -0.2
H 1.8028 -1.9892 2.0694 -0.5 0.9 0.2
H 1.1579 1.5987 0.5699 -0.5 0.4 0.6
H 0.9970 2.1959 2.2637 -0.4 0.0 -0.5
H 0.0046 3.3466 -0.6331 -0.6 -0.1 0.1
H -1.7936 3.1908 -0.8311 0.5 -0.1 0.4
H -0.0752 0.6257 -0.9452 -0.4 0.5 -0.1
H -0.0607 1.7833 -2.2950 -0.1 -0.2 0.8
H -2.8762 1.3830 -1.5930 0.5 -0.5 -0.2
H -2.0422 1.0804 -3.1461 0.0 0.0 0.7
H -1.5483 -1.2062 -2.6527 0.2 0.2 0.7
H -1.5469 -0.8755 -0.8289 -0.1 0.0 -0.8
H -4.2589 -0.4759 -1.5256 0.4 -0.6 -0.2
H -3.7398 -1.8463 -2.6354 0.0 0.7 0.5
H -3.7596 -1.8548 0.4173 0.7 -0.1 -0.5
H -2.4542 -2.7504 -0.5097 -0.7 0.2 0.1
H -4.8729 -3.5507 -1.8057 0.4 -0.2 0.5
H -5.4257 -3.2722 -0.1407 0.5 0.0 -0.5
H -3.4457 -5.4075 -1.0287 -0.2 0.2 0.8
H -4.9123 -5.4589 0.0609 0.7 0.0 -0.5
H -3.3258 -5.6319 1.7677 -0.2 0.6 -0.4
H -3.2509 -3.8343 1.6408 -0.1 -0.4 -0.5
H -1.3019 -2.9676 1.3077 0.2 -0.7 0.1
H 0.0747 -3.9913 0.8073 -0.5 -0.2 0.5
H -0.7565 -4.2887 2.4146 0.0 0.1 -0.6
H -1.4775 3.7533 4.0868 -0.3 -0.6 -0.4
H -1.3391 2.0549 3.6239 -0.7 0.4 -0.3
C 5.0899 3.8115 -1.0758 -0.2 0.0 -0.1
S 4.5051 2.1398 -1.3471 0.0 0.1 -0.1
O 3.0805 2.0900 -0.8868 0.1 0.0 0.2
C 5.5108 1.3782 -0.0641 0.0 -0.1 0.1
H 4.5587 4.4783 -1.7544 -0.1 -0.1 -0.1
H 4.8909 4.1086 -0.0469 -0.3 -0.3 -0.5
H 6.1592 3.8617 -1.2806 0.0 0.0 0.0
H 5.2910 1.8365 0.9009 -0.1 0.0 0.0
H 6.5664 1.5033 -0.3082 0.0 0.1 0.0
H 5.2707 0.3155 -0.0254 -0.1 0.1 -0.1
C 9.3811 6.3344 0.0224 -0.1 0.8 -0.2
S 9.4807 5.0608 -1.2446 0.6 0.3 0.2
O 8.1936 4.3070 -1.2150 -0.4 -0.2 0.1
C 10.7088 4.0517 -0.4020 0.3 -0.4 -0.1
H 8.6296 7.0619 -0.2827 0.1 0.1 -0.3
H 9.0914 5.8869 0.9764 0.2 0.5 -0.6
H 10.3479 6.8303 0.1161 0.0 0.0 -0.2
H 10.3324 3.7534 0.5788 0.2 0.1 -0.4
H 11.6336 4.6195 -0.2949 0.0 0.1 -0.1
H 10.8966 3.1646 -1.0062 0.0 0.1 -0.2
C -3.9267 -10.3348 1.6841 -0.1 -0.1 0.0
S -3.5722 -8.6131 1.2878 0.1 0.1 0.0
O -4.6635 -7.7903 1.8743 0.0 -0.2 0.0
C -3.8935 -8.7529 -0.4781 -0.1 -0.1 -0.2
H -3.8234 -10.4659 2.7603 0.0 0.1 0.0
H -4.9456 -10.5834 1.3838 0.0 0.1 0.0
H -3.2138 -10.9813 1.1706 0.0 0.1 0.0
H -4.9146 -9.0999 -0.6424 0.0 0.1 0.1
H -3.1810 -9.4496 -0.9231 0.0 0.0 0.1
H -3.7679 -7.7685 -0.9277 0.0 0.0 0.1
C -5.8483 -0.1272 -6.2347 -0.1 0.0 -0.2
S -5.7095 -1.2476 -4.8313 0.0 0.1 0.1
O -4.9348 -2.4353 -5.2852 -0.2 0.0 0.0
C -7.4471 -1.7209 -4.7942 -0.1 -0.1 -0.1
H -4.8564 0.2614 -6.4605 0.0 -0.1 0.1
H -6.2350 -0.6634 -7.1025 0.0 -0.1 0.0
H -6.5110 0.6997 -5.9765 0.0 0.0 0.1
H -7.7337 -2.1574 -5.7523 0.1 0.0 0.0
H -8.0590 -0.8436 -4.5817 0.0 0.0 0.0
H -7.5845 -2.4575 -4.0029 0.1 0.1 0.0
C -6.3725 -5.8640 -4.5509 0.1 0.0 -0.1
S -7.1091 -6.7432 -3.1613 0.0 0.1 0.0
O -6.4229 -6.2746 -1.9285 0.0 -0.1 -0.1
C -6.4277 -8.3590 -3.5760 0.1 -0.1 0.0
H -6.6380 -4.8111 -4.4706 0.0 0.0 0.1
H -5.2871 -5.9661 -4.5230 0.0 0.0 0.1
H -6.7652 -6.2658 -5.4861 0.0 0.0 0.0
H -5.3385 -8.3047 -3.6095 0.0 0.1 0.0
H -6.8189 -8.6826 -4.5413 0.0 0.0 0.0
H -6.7330 -9.0672 -2.8064 -0.1 0.1 0.0
C 7.3197 3.3121 3.4283 0.1 0.1 0.2
S 7.6840 3.6648 1.7011 -0.6 -0.4 0.0
O 8.9838 4.3985 1.6583 -0.6 -1.0 1.8
C 6.3759 4.8777 1.4787 0.3 0.5 0.2
H 8.0526 2.5931 3.7924 0.0 0.0 -0.1
H 7.3848 4.2285 4.0162 0.0 0.0 -0.1
H 6.3202 2.8830 3.5088 0.0 0.0 -0.1
H 6.4986 5.6949 2.1905 0.0 -0.1 0.1
H 5.4044 4.4009 1.6201 0.2 0.1 0.3
H 6.4440 5.2668 0.4628 0.2 -0.1 0.2
C 3.9777 8.8145 5.2436 0.0 0.1 0.0
S 4.0404 7.0807 4.7611 -0.1 0.1 -0.1
O 5.1836 6.9362 3.8097 -0.1 0.0 0.0
C 2.5323 7.0915 3.7799 0.2 0.0 0.0
H 4.8625 9.0370 5.8384 0.0 -0.1 0.0
H 3.9685 9.4469 4.3551 0.0 -0.1 0.0
H 3.0844 8.9931 5.8431 0.0 -0.1 0.0
H 2.6218 7.8301 2.9817 0.1 0.0 0.0
H 1.6793 7.3282 4.4175 0.0 0.0 0.0
H 2.3889 6.1038 3.3465 0.2 0.2 0.2
```
Forces are in eV/Å.

As for the energy: -7946.2870 Eh. The calculation puts the relative energy (zero: lowest compared OMol25 entry of this formula, charge and spin) at 0.0 kJ/mol. For the highest occupied orbital energy, the calculation gives -0.3139 Eh. For the HOMO-LUMO gap, the calculation gives 0.3213 hartree. For the LUMO energy, the calculation gives 0.0075 hartree.

***

Record 3
Formula: C12H28N4O6P
Source: the OMol25 dataset
Level of theory: ωB97M-V with the def2-TZVPD basis set

The geometry in XYZ format:
```
51
Properties=species:S:1:pos:R:3:forces:R:3
C 6.1284 -1.5906 -2.3954 -0.8 -0.6 1.9
P 6.2835 -0.0067 -1.4038 1.5 1.1 -1.4
C 7.8719 -0.2885 -0.4322 -1.3 -0.4 0.5
N 5.0286 -0.0531 -0.1009 3.1 0.0 -2.5
C 4.9504 0.7457 0.9516 -2.7 -2.2 0.4
N 3.8743 0.3235 1.6574 0.3 0.7 0.9
C 3.3258 -0.7197 1.0230 0.9 1.2 -0.3
N 2.2670 -1.4026 1.4444 0.0 -0.4 -0.8
O 1.7127 -1.0207 2.6386 0.2 -0.2 0.3
C 1.6756 -2.5634 0.7730 0.1 -0.7 0.1
O 0.3316 -2.4077 0.4348 0.8 -0.6 0.8
C -0.5833 -2.8477 1.4506 -1.4 0.0 0.1
O -1.1398 -1.7655 2.1397 0.6 -0.4 -0.7
C -1.6147 -0.7371 1.2656 -0.3 1.0 0.2
C -0.6752 0.5071 1.1847 -0.6 0.1 0.4
O -1.5393 1.6536 1.0934 0.5 -0.1 -0.7
N 4.0468 -0.9573 -0.1201 -2.0 -0.4 2.1
H 5.2693 -1.5712 -3.0835 0.6 0.2 0.1
H 5.9619 -2.4163 -1.6650 0.2 0.2 -0.6
H 7.0874 -1.8122 -2.8878 -0.4 0.4 0.0
H 7.6048 -0.8810 0.4672 0.5 0.1 -0.5
H 8.5910 -0.8380 -1.0601 -0.2 0.4 0.3
H 8.2474 0.6902 -0.0992 0.0 -0.4 -0.3
H 5.6126 1.5667 1.2204 -0.2 -0.3 -0.3
H 2.3098 -1.3562 3.3345 -0.2 0.1 -0.1
H 1.8599 -3.4325 1.4423 -0.4 0.4 -0.3
H 2.2195 -2.8046 -0.1625 -0.1 0.5 0.4
H -0.1361 -3.5371 2.1875 0.2 0.5 -0.3
H -1.3916 -3.4131 0.9377 0.5 0.4 -0.1
H -2.5529 -0.3575 1.7133 0.5 -0.2 -0.2
H -1.8548 -1.0814 0.2424 0.2 -0.2 0.5
H 0.0196 0.4634 0.3229 -0.3 -0.1 0.4
H -0.1111 0.6502 2.1237 -0.2 -0.4 -0.5
H -1.5140 1.9811 0.1838 -0.3 0.0 0.3
H 3.8416 -1.6724 -0.8033 0.7 0.4 -0.3
C -4.7101 3.5346 -1.6847 0.1 0.0 0.0
O -4.3701 2.3673 -0.9515 -0.2 0.2 0.0
C -5.1359 2.2364 0.2442 0.3 -0.4 0.0
C -6.2602 1.2324 0.0707 -0.3 0.4 0.2
O -7.2323 1.6929 -0.8573 0.2 -0.1 -0.1
C -7.0972 1.0949 -2.1362 -0.1 0.0 0.0
H -4.2701 3.4487 -2.6782 0.0 0.0 0.0
H -5.7907 3.6474 -1.7917 0.0 0.0 0.0
H -4.2950 4.4203 -1.1924 -0.1 0.1 0.0
H -5.5243 3.2068 0.5662 -0.1 0.0 -0.1
H -4.4560 1.8725 1.0210 0.0 0.0 0.0
H -6.7691 1.1096 1.0316 0.0 0.0 0.0
H -5.8664 0.2560 -0.2297 0.1 0.0 0.0
H -7.4716 0.0663 -2.1099 0.1 0.0 -0.1
H -6.0600 1.0992 -2.4798 0.0 0.0 0.0
H -7.6995 1.6674 -2.8409 0.0 0.0 0.1
```
Forces are in eV/Å.

As for the energy: -1485.4354 Eh. For the highest occupied orbital energy, the calculation gives -0.3882 Eh. The total charge is +1. For the HOMO-LUMO gap, the calculation gives 0.2743 hartree. For the LUMO energy, the calculation gives -0.1139 hartree.

***

Record 4
Formula: C3H7N3O
Source: the OMol25 dataset
Level of theory: ωB97M-V with the def2-TZVPD basis set

The geometry in XYZ format:
```
14
Properties=species:S:1:pos:R:3:forces:R:3
C -0.3101 1.8050 -1.0603 0.0 0.2 -0.1
N 0.0055 0.4145 -0.8187 0.0 -0.2 0.4
C -0.0155 -0.0832 0.3580 0.0 0.2 -0.3
N -0.2189 0.5027 1.5696 0.0 0.2 -0.1
C 0.1312 -1.5966 0.4739 0.2 -0.1 -0.3
O -0.2159 -2.1861 1.4776 0.0 0.0 0.1
N 0.6771 -2.1561 -0.6263 -0.1 0.4 0.0
H -0.0850 2.5115 -0.2458 0.0 -0.2 0.0
H -1.3819 1.8885 -1.2918 0.2 0.0 0.1
H 0.2347 2.1416 -1.9499 -0.1 0.0 0.2
H -0.1359 -0.1056 2.3703 0.0 0.1 -0.1
H -0.1061 1.4954 1.6929 -0.1 -0.2 0.0
H 0.7746 -1.5295 -1.4125 -0.1 -0.1 0.0
H 0.5924 -3.1403 -0.7808 0.0 -0.3 0.1
```
Forces are in eV/Å.

As for the energy: -358.0445 Eh. The calculation puts the relative energy (zero: lowest compared OMol25 entry of this formula, charge and spin) at 14.1 kJ/mol. For the highest occupied orbital energy, the calculation gives -0.3391 Eh. For the HOMO-LUMO gap, the calculation gives 0.3723 hartree. The SMILES is C/N=C(\N)C(N)=O. For the LUMO energy, the calculation gives 0.0332 hartree.